The following is a DFT calculation (ωB97M-V/def2-TZVPD) of C2H4ClFN2O in the gas phase.

Calculated values
- 2S+1: 1
- LUMO energy: 0.4 eV
- ΔE to the lowest compared entry with this formula, charge and spin: 258.69 kJ/mol

Last column: natural (NBO) charge in e.
Element x y z (Å)
Cl: -1.705 1.182 1.470  -0.031
F: 0.232 1.532 -0.267  -0.331
O: -0.871 -0.224 -1.573  -0.630
N: 0.557 -1.264 1.230  -0.594
N: 0.521 -0.332 -1.078  -0.307
C: -0.001 0.963 0.922  0.134
C: 0.186 -0.406 0.452  0.371
H: 0.516 -2.155 0.750  0.345
H: -1.090 0.631 -2.246  0.483
H: 0.886 1.386 1.658  0.230
H: 0.768 -1.312 -1.319  0.331


The following is a DFT calculation (ωB97M-V/def2-TZVPD) of C2H4ClFO in the gas phase.

Calculated values
- 2S+1: 1
- LUMO energy: 0.9 eV
- ΔE to the lowest compared entry with this formula, charge and spin: 0.00 kJ/mol

Last column: natural (NBO) charge in e.
Element x y z (Å)
Cl: -2.655 0.523 -0.159  -0.038
F: -1.092 -1.477 0.084  -0.355
O: -0.208 0.546 0.497  -0.518
C: -1.034 -0.163 -0.300  0.453
C: 1.170 0.235 0.334  -0.262
H: 1.705 0.927 0.978  0.206
H: -0.739 -0.174 -1.365  0.148
H: 1.476 0.377 -0.707  0.175
H: 1.376 -0.794 0.639  0.189


The following is a DFT calculation (ωB97M-V/def2-TZVPD) of C2H4ClFO2 as an isolated structure.

Calculated values
- 2S+1: 1
- LUMO energy: 0.6 eV
- ΔE to the lowest compared entry with this formula, charge and spin: 235.53 kJ/mol

Last column: natural (NBO) charge in e.
Element x y z (Å)
Cl: 3.106 1.582 0.406  0.041
F: 2.180 -0.362 -0.893  -0.303
O: 0.673 1.663 -1.116  -0.861
O: 1.110 0.244 1.072  -0.496
C: -0.171 -0.253 0.870  -0.247
C: 1.793 0.584 -0.052  0.806
H: -0.424 -0.690 1.805  0.199
H: -0.621 0.667 0.711  0.210
H: 1.211 2.106 -1.806  0.465
H: -0.168 -0.803 0.028  0.186


The following is a DFT calculation (ωB97M-V/def2-TZVPD) of a 2-piece molecular cluster, C2H4ClIN2 overall.

Calculated values
- 2S+1: 1
- LUMO energy: -0.1 eV
- ΔE to the lowest compared entry with this formula, charge and spin: 126.08 kJ/mol

Last column: natural (NBO) charge in e.
Element x y z (Å)
I: -2.066 1.779 -2.538  0.158
Cl: 2.238 -0.730 -2.065  -0.247
N: -0.651 -0.688 1.787  -0.291
N: -0.420 -0.702 0.544  -0.132
C: -1.325 1.145 -0.684  -0.422
C: -1.134 -0.171 -0.383  -0.096
H: -1.346 -0.892 -1.072  0.220
H: 2.825 0.010 -2.835  0.247
H: -0.756 2.023 -0.077  0.243
H: 0.195 -1.071 2.238  0.320


The following is a DFT calculation (ωB97M-V/def2-TZVPD) of a 2-piece molecular cluster, C2H4ClIN2O overall.

Calculated values
- 2S+1: 1
- LUMO energy (spin up / spin down): -1.4 / -2.7 eV
- ΔE to the lowest compared entry with this formula, charge and spin: 62.59 kJ/mol

Last column: natural (NBO) charge in e.
Element x y z (Å)
I: 0.276 -3.161 0.129  -0.394
Cl: -0.228 0.177 2.240  0.094
O: 0.029 0.663 -1.659  -0.598
N: -1.827 0.092 0.200  -0.703
N: 1.794 0.367 -0.330  -0.809
C: 0.432 0.387 -0.546  0.573
C: -0.556 0.147 0.554  0.175
H: 2.208 -0.132 0.459  0.414
H: -2.051 0.361 -0.750  0.434
H: -2.395 0.549 0.877  0.398
H: 2.317 0.549 -1.174  0.416


The following is a DFT calculation (ωB97M-V/def2-TZVPD) of a 2-piece molecular cluster, C2H4ClN overall.

Calculated values
- 2S+1: 1
- LUMO energy: 1.0 eV
- ΔE to the lowest compared entry with this formula, charge and spin: 341.60 kJ/mol

Last column: natural (NBO) charge in e.
Element x y z (Å)
Cl: -0.376 2.666 -0.029  -0.023
N: 1.101 -0.900 -0.445  -0.613
C: -0.446 1.144 0.759  -0.560
C: 0.034 -0.410 -0.689  0.254
H: 1.691 -1.517 -0.808  0.376
H: -0.790 -0.277 -1.285  0.175
H: 0.225 1.035 1.648  0.200
H: -1.370 0.666 1.087  0.191


Number 1: energy -22401.6556 eV. Number 2: energy -19425.8981 eV. Number 3: energy -21471.2177 eV. Number 4: energy -25738.8534 eV. Number 5: energy -27788.8145 eV. Number 6: energy -16147.5370 eV.